Molecular formula: C43H36N9O6RbS5
Method: DFT, the ωB97M-V functional and the def2-TZVPD basis

Structure (XYZ):
```
100
Properties=species:S:1:pos:R:3:lowdin_charge:R:1
Rb 0.93905 2.33568 1.16018 0.98
C -5.07992 2.08046 4.22429 -0.15
C -4.32724 1.05754 3.65730 -0.12
C -2.94732 1.13557 3.57810 -0.03
C -2.26581 2.25942 4.08753 -0.21
C -3.03220 3.30602 4.64007 -0.03
C -4.40887 3.20094 4.70609 -0.13
N -0.90483 2.35540 4.05499 -0.15
N -0.35275 3.62735 4.10350 0.08
C 0.93939 3.84875 3.92756 -0.43
C 1.34469 5.23258 3.89986 -0.06
C 2.63315 5.55606 3.60243 -0.12
C 3.58374 4.54265 3.35969 -0.12
C 3.14278 3.24346 3.47672 -0.22
N 1.88808 2.87798 3.75800 -0.01
H -6.15859 2.00730 4.28718 0.08
H -4.82465 0.18129 3.25576 0.09
H -2.38052 0.33809 3.12160 0.10
H -2.51792 4.18595 4.99484 0.09
H -4.97749 4.01556 5.14203 0.09
H 0.58799 5.98687 4.07187 0.09
H 2.92569 6.59954 3.54501 0.09
H 4.60778 4.76939 3.09798 0.08
H 3.84210 2.41914 3.34505 0.09
C -6.80635 -5.41271 -9.04375 -0.10
O -5.60870 -5.86217 -8.44693 -0.09
C -5.06609 -5.08614 -7.46514 -0.28
C -5.62318 -3.90123 -7.00431 -0.02
C -4.98185 -3.18744 -5.99809 -0.03
C -3.79019 -3.63013 -5.44204 -0.15
C -3.24609 -4.82747 -5.91710 -0.01
C -3.87217 -5.54608 -6.91039 0.00
C -3.08538 -2.89351 -4.39071 -0.28
N -2.00090 -3.30945 -3.78282 0.19
C -1.67315 -2.31403 -2.89490 -0.17
C -2.57849 -1.28361 -2.96842 -0.13
N -3.48225 -1.66693 -3.93042 0.17
C -2.50352 -0.10574 -2.16593 -0.08
C -3.39407 0.97367 -2.23740 -0.02
C -3.20807 2.05328 -1.41377 -0.04
C -2.13059 2.02609 -0.52064 -0.12
N -1.28035 1.02644 -0.44216 0.09
C -1.43443 -0.03077 -1.25032 -0.13
C -0.43957 -1.10901 -1.17180 -0.14
N 0.58516 -0.94914 -0.31776 0.14
C 1.49715 -1.89739 -0.24610 -0.12
C 1.45569 -3.06788 -1.01780 -0.04
C 0.41883 -3.24257 -1.89681 -0.01
C -0.56094 -2.24720 -1.98869 -0.09
H -7.06594 -6.14962 -9.79921 0.09
H -6.67474 -4.43845 -9.52276 0.09
H -7.61780 -5.34455 -8.31375 0.09
H -6.54910 -3.52328 -7.41156 0.10
H -5.44451 -2.27005 -5.65432 0.10
H -2.31783 -5.17319 -5.48266 0.11
H -3.45096 -6.47171 -7.27996 0.12
H -4.27161 -1.13535 -4.24810 0.14
H -4.21545 0.95593 -2.94561 0.11
H -3.86704 2.90957 -1.44578 0.11
H -1.96194 2.85792 0.15509 0.11
H 2.30308 -1.74187 0.46481 0.03
H 2.23872 -3.80668 -0.91301 0.10
H 0.33470 -4.12087 -2.52419 0.11
O 4.38235 4.26067 -3.88855 0.09
C 4.97058 3.19469 -3.41079 -0.54
O 5.94545 2.69262 -3.94451 0.04
C 4.41340 2.59384 -2.16482 -0.06
C 4.99281 1.49896 -1.56280 -0.02
N 4.27088 1.22057 -0.47042 0.00
N 3.24183 2.05691 -0.30813 0.01
C 3.30609 2.91448 -1.32000 -0.14
C 2.25469 4.01095 -1.42571 -0.62
O 2.39661 4.82845 -2.37934 -0.02
O 1.34560 4.01912 -0.58417 -0.21
H 3.56529 4.54296 -3.29087 0.07
H 5.86316 0.93476 -1.84967 0.13
H 4.43707 0.49745 0.22416 0.02
C 7.50243 -1.07110 1.56761 -0.40
S 6.77386 -2.71886 1.78187 0.76
C 5.85123 -2.46427 3.24456 -1.05
C 4.74150 -1.67860 3.34722 -1.15
S 3.95896 -0.75240 2.15586 0.57
S 4.07685 -1.65886 4.99072 0.89
C 5.19143 -2.72186 5.76468 -1.55
S 5.09951 -3.16314 7.35944 0.43
S 6.41789 -3.26270 4.69538 0.86
H 7.98895 -1.06150 0.59286 0.03
H 8.23027 -0.87089 2.35114 0.03
H 6.70157 -0.33332 1.58305 0.00
C 0.37343 -0.96996 3.56543 -0.05
C 0.36242 0.34266 4.32549 -0.41
C -0.32682 0.23187 5.67239 -0.04
O -0.28616 1.27355 3.42272 -0.22
H 0.94589 -1.71475 4.12111 0.07
H 0.84778 -0.84253 2.59236 0.04
H -0.64577 -1.33897 3.41947 0.08
H 1.38408 0.70041 4.47006 0.11
H -1.36618 -0.08674 5.56765 0.08
H -0.30611 1.18341 6.20277 0.08
H 0.21089 -0.50759 6.26941 0.08
```

Summary:
2S+1: 1
DFT total energy, Ha: -4619.63457
ΔE to the lowest compared entry with this formula, charge and spin, eV: 0.951
Net charge: -2
Highest occupied orbital energy, eV: -1.31

---

Molecular formula: C43H36N9O6RbS5
Method: DFT, the ωB97M-V functional and the def2-TZVPD basis

Structure (XYZ):
```
100
Properties=species:S:1:pos:R:3:lowdin_charge:R:1
Rb -1.10510 2.26456 -1.13384 0.75
C -0.11139 -4.17186 -0.19847 -0.17
C -0.63605 -4.06579 -1.49437 -0.17
C -1.28717 -2.93620 -1.93978 -0.08
C -1.48541 -1.79662 -1.07204 -0.36
C -0.97398 -1.95303 0.27541 -0.06
C -0.34794 -3.10051 0.69029 -0.16
N -2.08730 -0.66721 -1.38618 -0.05
N -2.68665 -0.70807 -2.64731 -0.01
C -3.49982 0.29154 -2.91030 -0.42
C -4.31613 0.19184 -4.10311 -0.07
C -5.34275 1.05858 -4.31297 -0.15
C -5.59671 2.10263 -3.38022 -0.15
C -4.69177 2.21452 -2.34294 -0.25
N -3.64829 1.41733 -2.11788 -0.02
H 0.35678 -5.08983 0.14429 0.06
H -0.51148 -4.89648 -2.18784 0.08
H -1.69382 -2.88724 -2.94043 0.07
H -1.14886 -1.13698 0.97155 0.09
H -0.00694 -3.16849 1.72182 0.09
H -4.11649 -0.63455 -4.77482 0.08
H -5.97451 0.94006 -5.18949 0.08
H -6.41930 2.79927 -3.48788 0.07
H -4.79467 3.04122 -1.63814 0.07
C 6.16869 -8.52309 5.56506 -0.10
O 5.79754 -8.47834 4.20347 -0.09
C 5.25798 -7.31278 3.74706 -0.29
C 5.00947 -6.20244 4.54175 -0.02
C 4.45134 -5.06346 3.97601 -0.02
C 4.13268 -5.00654 2.62599 -0.15
C 4.38640 -6.13440 1.84466 -0.02
C 4.94262 -7.27409 2.39445 -0.01
C 3.53877 -3.77946 2.07960 -0.28
N 3.21928 -2.72571 2.78915 0.19
C 2.67678 -1.83795 1.88880 -0.18
C 2.69440 -2.35910 0.62434 -0.15
N 3.24149 -3.60584 0.75793 0.19
C 2.15425 -1.70755 -0.52671 -0.11
C 2.10774 -2.26696 -1.79701 -0.03
C 1.41948 -1.58829 -2.79003 -0.05
C 0.85765 -0.34705 -2.48051 -0.18
N 0.92651 0.21475 -1.28964 0.03
C 1.52948 -0.46669 -0.29968 -0.17
C 1.46077 0.10182 1.05153 -0.14
N 0.78346 1.25419 1.22439 0.10
C 0.68704 1.75397 2.44079 -0.15
C 1.24727 1.16380 3.57592 -0.07
C 1.93438 -0.01737 3.41942 -0.02
C 2.04966 -0.57121 2.14519 -0.09
H 6.61343 -9.50142 5.72761 0.09
H 5.30194 -8.40914 6.22213 0.09
H 6.90285 -7.74917 5.80647 0.09
H 5.23905 -6.20726 5.59854 0.10
H 4.25009 -4.19257 4.58614 0.11
H 4.14111 -6.14111 0.78946 0.11
H 5.13539 -8.15086 1.78856 0.12
H 3.32305 -4.28300 0.02185 0.14
H 2.54931 -3.23597 -1.99188 0.10
H 1.31259 -1.99360 -3.78561 0.10
H 0.30766 0.19979 -3.24234 0.11
H 0.12677 2.68203 2.52932 0.10
H 1.12870 1.62711 4.54709 0.09
H 2.37820 -0.53681 4.26025 0.11
O 3.15939 6.42569 -4.56826 0.09
C 3.81023 5.29798 -4.39894 -0.53
O 4.94853 5.13588 -4.80313 0.04
C 3.09588 4.19960 -3.69270 -0.06
C 3.67416 2.97613 -3.44610 -0.02
N 2.75626 2.23882 -2.80104 0.01
N 1.61210 2.89335 -2.59570 0.08
C 1.79008 4.09083 -3.12717 -0.13
C 0.63876 5.07028 -3.07635 -0.58
O 0.85945 6.22964 -3.52938 -0.01
O -0.42484 4.64865 -2.59574 -0.17
H 2.18877 6.36428 -4.18969 0.05
H 4.65537 2.60873 -3.69784 0.13
H 2.82409 1.29967 -2.44637 0.13
C -3.15557 5.27678 -3.09226 -0.35
S -2.73859 5.44483 -1.33645 0.89
C -4.30529 5.43910 -0.56717 -0.95
C -4.47063 5.10458 0.73938 -0.95
S -3.16162 4.66669 1.79683 0.94
S -6.10077 5.21154 1.36570 0.91
C -6.86800 5.76113 -0.06187 -1.51
S -8.47189 6.10136 -0.19556 0.49
S -5.76181 5.92010 -1.38748 0.95
H -2.34930 5.77415 -3.62268 0.04
H -4.11134 5.73628 -3.32973 0.01
H -3.17809 4.22382 -3.36403 0.04
C -4.74235 1.71795 2.45052 -0.04
C -3.27748 2.08937 2.55344 -0.48
C -2.87743 2.54006 3.94529 -0.08
O -2.95797 3.04617 1.51195 -0.51
H -4.97521 0.89464 3.13000 0.08
H -4.97631 1.40973 1.43156 0.09
H -5.37203 2.57204 2.71719 0.06
H -2.66026 1.23707 2.26681 0.14
H -3.46561 3.39771 4.27320 0.06
H -1.81825 2.80207 3.98810 0.07
H -3.05195 1.71642 4.64083 0.09
```

Summary:
2S+1: 1
DFT total energy, Ha: -4619.60972
ΔE to the lowest compared entry with this formula, charge and spin, eV: 1.628
Net charge: -2
Highest occupied orbital energy, eV: 0.06